[1]
This record from the Open Molecules 2025 dataset describes a 5-piece molecular cluster, C3H11NO4 overall in a non-equilibrium geometry. The level of theory is ωB97M-V/def2-TZVPD.

Values from the calculation:
Frontier orbital gap, eV: 4.68

Structure (XYZ):
```
19
C3H11NO4 | the Open Molecules 2025 dataset | ωB97M-V/def2-TZVPD
O 1.60744 -0.68533 1.02525
C 2.35979 -0.69076 0.08407
N -0.94121 -0.21033 -1.51819
C -0.85573 -1.31356 -0.95864
O -2.28266 0.96025 0.28700
C 1.98750 -0.29947 -1.26276
H -1.72675 0.38834 -0.94408
H -1.70779 -1.98521 -0.82577
H 0.10684 -1.63452 -0.53367
H -2.96195 1.59118 0.00243
H 3.44621 -0.73479 0.24897
H 2.85065 0.14864 -1.77368
H 1.00192 -0.08823 -1.63467
H 0.38038 2.62148 0.86018
H -0.86133 1.59232 0.59344
O 0.08814 1.71592 0.93289
H -0.08132 -0.57534 1.66871
H -1.45782 -0.02418 1.70648
O -0.95231 -0.77641 2.04205
```

=====

[2]
This record from the Open Molecules 2025 dataset describes one molecule with the formula C6H7FS in a non-equilibrium geometry. The level of theory is ωB97M-V/def2-TZVPD.

Values from the calculation:
Frontier orbital gap, eV: 10.04
SMILES: C#C[C@]1(C)[C@@H](F)[C@@H]1S

Structure (XYZ):
```
15
C6H7FS | the Open Molecules 2025 dataset | ωB97M-V/def2-TZVPD
C 0.52518 -0.88736 1.36984
C -0.10303 -0.21875 0.17401
C -0.02116 -0.92711 -1.10025
C 0.11436 -1.54851 -2.15345
C 0.07921 1.35041 0.12469
C -1.21808 0.74753 0.42929
H 0.46103 -0.20061 2.19998
H 1.60001 -1.06387 1.23006
H 0.04605 -1.81362 1.63216
H 0.17614 -2.20858 -2.94410
H 0.57012 1.69078 1.06301
H 1.19630 1.20859 -1.96820
H -2.04942 0.80433 -0.28271
F -1.67681 0.95388 1.69552
S 0.30009 2.11291 -1.46984
```

=====

[3]
This record from the Open Molecules 2025 dataset describes a 2-piece molecular cluster, C31H30NO overall in a non-equilibrium geometry. The level of theory is ωB97M-V/def2-TZVPD.

Values from the calculation:
Frontier orbital gap, eV: 5.25
Net charge: +1

Structure (XYZ):
```
63
C31H30NO | the Open Molecules 2025 dataset | ωB97M-V/def2-TZVPD
C -0.43216 -4.20695 -0.54698
C -0.67372 -2.77576 -0.88197
N -1.84669 -2.26884 -0.35641
C -2.04280 -0.86728 -0.37085
C -2.47031 -0.27872 -1.64410
C -2.27467 -0.94505 -2.86668
C -2.32050 -0.25782 -4.10303
C -2.82660 1.09108 -4.11440
C -2.86492 1.80830 -5.33615
C -2.35385 1.26600 -6.50520
C -1.83844 -0.05428 -6.50392
C -1.83903 -0.80331 -5.33001
C -3.25147 1.66041 -2.89206
C -3.04110 1.02487 -1.68450
C -1.84174 -0.14412 0.79908
O 0.05578 -2.09091 -1.59583
H -1.33476 -4.80857 -0.71802
H 0.37713 -4.57012 -1.18109
H -0.13707 -4.29524 0.50803
H -2.18901 -2.77919 0.45970
H -1.96966 -1.98694 -2.91036
H -3.30087 2.80566 -5.33476
H -2.35152 1.83712 -7.43230
H -1.42580 -0.48025 -7.42871
H -1.45114 -1.83124 -5.31700
H -3.71040 2.65043 -2.92036
H -3.26694 1.52986 -0.74515
H -2.50628 0.70483 0.95513
H -1.49370 -0.70382 1.66950
C -1.18078 4.64816 6.08121
C -1.02683 3.68162 4.93908
C -1.89864 3.73149 3.83985
C -1.68200 2.94114 2.71007
C -0.60628 2.00526 2.66779
C -0.22618 1.28396 1.44966
C 0.96278 0.49430 1.48629
C 1.46855 -0.25376 0.43707
C 2.69355 -1.02402 0.45924
C 3.05337 -1.80289 -0.67510
C 4.24616 -2.49533 -0.73303
C 5.14811 -2.46671 0.33533
C 6.45375 -3.19908 0.20611
C 4.80537 -1.74273 1.48891
C 3.59642 -1.04895 1.56624
C 0.10939 1.81993 3.88770
C -0.02746 2.70876 4.94751
H -0.41440 4.47379 6.84838
H -1.07875 5.68438 5.72351
H -2.16149 4.58369 6.58122
H -2.74010 4.42740 3.89286
H -2.35573 3.04672 1.84867
H -0.53931 1.75467 0.47769
H 1.55765 0.46572 2.40467
H 0.88865 -0.27664 -0.49128
H 2.35042 -1.84885 -1.50920
H 4.50847 -3.06526 -1.63106
H 7.02942 -3.17600 1.13594
H 6.28092 -4.24638 -0.08045
H 7.08503 -2.76235 -0.58285
H 5.50743 -1.71355 2.32200
H 3.35273 -0.50681 2.48027
H 0.81797 0.99571 4.00368
H 0.64410 2.65247 5.81046
```

=====

[4]
This record from the Open Molecules 2025 dataset describes a 2-piece molecular cluster, C2H5FO2 overall in a non-equilibrium geometry. The level of theory is ωB97M-V/def2-TZVPD.

Values from the calculation:
Frontier orbital gap, eV: 10.26

Structure (XYZ):
```
10
C2H5FO2 | the Open Molecules 2025 dataset | ωB97M-V/def2-TZVPD
C 0.40280 1.38338 -0.01952
C -1.32199 0.09656 0.49455
O 0.65623 -1.67136 -0.02261
O -0.88057 0.94610 -0.35642
F -2.53503 -0.36866 0.03771
H 1.02618 0.87778 -0.63530
H 0.73328 0.91357 1.01206
H 0.64428 2.34844 -0.24426
H 1.19710 -2.18060 -0.71613
H 0.07771 -2.34521 0.44992
```

=====

[5]
This record from the Open Molecules 2025 dataset describes C19H23NOPSn as an isolated structure in a non-equilibrium geometry. The level of theory is ωB97M-V/def2-TZVPD.

Values from the calculation:
Frontier orbital gap, eV: 8.14
Net charge: +1

Structure (XYZ):
```
46
C19H23NOPSn | the Open Molecules 2025 dataset | ωB97M-V/def2-TZVPD
C 5.17885 -0.36134 -3.08501
Sn 3.31603 0.66773 -0.44861
N 3.20195 1.27040 1.86683
H 3.80161 2.22605 -1.14296
H 2.49551 2.00899 1.98811
H 5.39860 -0.39301 -2.01100
H 5.91745 0.25027 -3.61849
H 4.18487 0.06883 -3.22662
H 5.20278 -1.38114 -3.48479
H 2.88752 0.44610 2.38508
H 4.05801 1.60075 2.32691
O 1.29742 0.50834 0.00848
P -0.19986 0.09524 0.05616
C -1.12672 0.76455 -1.32561
C -1.55008 2.10496 -1.25793
C -2.38805 2.63026 -2.24669
C -2.77155 1.83197 -3.33006
C -2.28592 0.52322 -3.44142
C -1.46310 -0.01333 -2.44264
C -0.29466 -1.69652 0.13248
C -1.51096 -2.30016 0.50204
C -1.57273 -3.67456 0.74893
C -0.41854 -4.45618 0.62634
C 0.79313 -3.86296 0.24572
C 0.85740 -2.49144 0.00037
C -1.06916 0.73896 1.50497
C -0.31915 1.09472 2.63632
C -0.95768 1.63089 3.74991
C -2.35034 1.70093 3.79057
C -3.10960 1.26110 2.69825
C -2.46922 0.80146 1.55038
H -1.26638 2.71870 -0.39845
H -2.75160 3.65693 -2.15109
H -3.43574 2.23793 -4.09165
H -2.55926 -0.09194 -4.29586
H -1.11126 -1.04441 -2.50956
H -2.40405 -1.68015 0.60973
H -2.52542 -4.12180 1.04274
H -0.45783 -5.51856 0.83394
H 1.69459 -4.46746 0.14493
H 1.80729 -2.02536 -0.28865
H 0.75915 0.93273 2.65331
H -0.35370 1.97473 4.59029
H -2.85487 2.08342 4.67526
H -4.19467 1.26985 2.72681
H -3.08006 0.48033 0.70223
```

=====

[6]
This record from the Open Molecules 2025 dataset describes C12H32ClFO9S as an isolated structure in a non-equilibrium geometry. The level of theory is ωB97M-V/def2-TZVPD.

Values from the calculation:
Frontier orbital gap, eV: 10.19

Structure (XYZ):
```
56
C12H32ClFO9S | the Open Molecules 2025 dataset | ωB97M-V/def2-TZVPD
O 0.20015 2.91755 2.89304
S 0.70453 3.19189 1.53062
O -0.25737 3.29285 0.42073
O 1.74638 4.47532 1.78054
C 2.96949 4.10459 1.03387
C 2.80682 2.64164 0.46636
F 3.89338 1.78917 0.48119
Cl 2.36073 2.65833 -1.30539
O 1.85598 1.97070 1.31319
H 3.75635 4.18031 1.83405
H 3.05115 4.90264 0.24407
C -0.03748 -0.82093 3.40858
C -0.98647 -0.94069 2.23160
O -1.77071 0.24133 2.10899
H -0.59498 -0.65535 4.33325
H 0.56646 -1.72475 3.51807
H 0.63099 0.03472 3.28032
H -1.66589 -1.78337 2.37376
H -0.43514 -1.09658 1.29808
H -1.16428 0.97803 1.97518
C -4.09388 0.63360 5.38192
C -3.71403 0.10862 6.75247
O -2.38061 -0.39315 6.74079
H -4.01010 -0.15626 4.63268
H -5.11743 1.01475 5.37922
H -3.41878 1.43693 5.07495
H -4.37554 -0.70747 7.04655
H -3.78562 0.89976 7.50623
H -1.79938 0.33289 6.49035
C 3.12498 -0.58985 -5.25190
C 2.54474 -0.05458 -3.95758
O 2.91514 1.30911 -3.77392
H 4.21382 -0.50676 -5.24675
H 2.85167 -1.63761 -5.39818
H 2.76532 -0.01029 -6.10461
H 2.92247 -0.62097 -3.10509
H 1.45200 -0.12533 -3.96245
H 2.57211 1.80710 -4.52405
C -3.24631 -4.32872 4.70767
C -4.19421 -4.45083 3.53072
O -4.97875 -3.27109 3.40423
H -3.80239 -4.16165 5.63241
H -2.64192 -5.23196 4.81822
H -2.57869 -3.47210 4.57815
H -4.87407 -5.29212 3.67251
H -3.64039 -4.60766 2.59888
H -4.37282 -2.53407 3.27034
C 2.58518 0.43791 -10.36013
C 2.79125 0.08154 -8.90072
O 3.14780 1.23962 -8.15217
H 3.49413 0.87450 -10.77898
H 2.31673 -0.44492 -10.94414
H 1.79297 1.18391 -10.46789
H 3.59580 -0.64763 -8.79681
H 1.87934 -0.34766 -8.47226
H 2.42941 1.87504 -8.24077
```

=====

[7]
This record from the Open Molecules 2025 dataset describes a 2-piece molecular cluster, C3H3FNO2 overall in a non-equilibrium geometry. The level of theory is ωB97M-V/def2-TZVPD.

Values from the calculation:
Frontier orbital gap, eV: 7.14
Net charge: -1

Structure (XYZ):
```
10
C3H3FNO2 | the Open Molecules 2025 dataset | ωB97M-V/def2-TZVPD
C -1.99490 -0.16027 0.19926
C 1.04714 -0.13429 -0.58753
C -0.70703 0.13695 0.61887
N 2.13684 -0.80347 -0.27068
O -1.65544 1.10376 -0.09026
O -2.92374 -0.89041 -0.00708
F 3.02229 0.02620 0.53262
H 0.50055 -0.65935 -1.35767
H 1.08608 0.94807 -0.68056
H -0.51181 0.43282 1.64303
```

=====

[8]
This record from the Open Molecules 2025 dataset describes a 2-piece molecular cluster, C4H4Cl2O overall in a non-equilibrium geometry. The level of theory is ωB97M-V/def2-TZVPD.

Values from the calculation:
Frontier orbital gap (spin up / spin down), eV: 7.01 / 8.32

Structure (XYZ):
```
11
C4H4Cl2O | the Open Molecules 2025 dataset | ωB97M-V/def2-TZVPD
C -0.77308 -0.44680 1.70678
C -0.98541 -0.12162 0.54901
C -0.88609 0.34817 -0.74064
C 1.88186 0.07998 -0.03424
O -0.78409 -0.50824 -1.75118
Cl 1.86395 -0.48853 1.51535
Cl 1.99760 -1.24567 -1.29466
H -0.93070 -0.64432 2.66798
H -0.73585 1.34746 -1.00554
H 2.58269 0.94226 -0.03315
H -0.41402 -1.32436 -1.65063
```

=====

[9]
This record from the Open Molecules 2025 dataset describes C4H6O as an isolated structure in a non-equilibrium geometry. The level of theory is ωB97M-V/def2-TZVPD.

Values from the calculation:
Frontier orbital gap, eV: 10.42

Structure (XYZ):
```
11
C4H6O | the Open Molecules 2025 dataset | ωB97M-V/def2-TZVPD
C -1.18377 -0.54267 -0.10754
C -0.00750 -0.12963 0.71974
C 1.32763 -0.14391 -0.10611
O 0.82385 0.82033 -1.04868
C -0.40926 0.78070 -0.39541
H -2.17413 -0.14802 0.12516
H -1.28749 -1.59389 -0.40115
H 0.02704 -0.03613 1.79897
H 1.72315 -0.98950 -0.68484
H 2.13598 0.27196 0.50561
H -0.97552 1.71077 -0.40575
```

=====

[10]
This record from the Open Molecules 2025 dataset describes C52H42KN3O3S2 as an isolated structure. The level of theory is ωB97M-V/def2-TZVPD.

Values from the calculation:
Frontier orbital gap, eV: 5.36

Structure (XYZ):
```
103
C52H42KN3O3S2 | the Open Molecules 2025 dataset | ωB97M-V/def2-TZVPD
K -0.80586 -0.92257 2.37473
C 7.78266 -2.16849 0.54657
C 6.30072 -1.92211 0.52961
C 5.45241 -2.74898 -0.20790
C 4.08742 -2.52347 -0.22666
C 3.56650 -1.44257 0.47754
C 4.38198 -0.62314 1.23035
C 5.74575 -0.87164 1.25024
S 1.78817 -1.23667 0.48663
O 1.49326 -0.25961 1.57923
C 1.54002 -0.39267 -1.08194
C 1.41783 -1.30090 -2.15180
C 1.23172 -0.84158 -3.42193
C 1.14602 0.54334 -3.67725
C 0.97024 1.04089 -4.99194
C 0.90996 2.38297 -5.23012
C 1.02756 3.29434 -4.16166
C 1.18442 2.84559 -2.88074
C 1.23344 1.45572 -2.59641
C 1.41012 0.96690 -1.26437
C 1.52753 1.98162 -0.17660
C 2.82177 2.55795 0.05401
C 3.95226 2.19519 -0.71331
C 5.17720 2.75136 -0.46112
C 5.33541 3.68997 0.57273
C 4.25827 4.06847 1.32521
C 2.97953 3.52337 1.07776
C 1.85283 3.93618 1.83315
C 0.62423 3.42249 1.56965
C 0.46742 2.45188 0.55481
S -1.14237 1.71918 0.37654
O -1.57981 1.32345 1.75363
C -2.13618 3.14208 -0.02291
C -3.07827 3.58534 0.88493
C -3.92083 4.62861 0.52617
C -3.83616 5.22222 -0.72637
C -4.77348 6.32918 -1.11817
C -2.88157 4.74718 -1.62914
C -2.03724 3.70504 -1.29024
H 8.00159 -3.23297 0.46372
H 8.23308 -1.80133 1.46821
H 8.27860 -1.66614 -0.28651
H 5.86492 -3.58985 -0.75184
H 3.42179 -3.19113 -0.76116
H 3.94524 0.18060 1.81021
H 6.39485 -0.23920 1.84445
H 1.41955 -2.36607 -1.95212
H 1.12330 -1.54275 -4.24016
H 0.89282 0.32544 -5.80138
H 0.78279 2.75221 -6.23926
H 0.99939 4.35807 -4.36031
H 1.28256 3.55423 -2.06909
H 3.84983 1.46212 -1.50324
H 6.03113 2.45731 -1.05718
H 6.31188 4.11486 0.76621
H 4.37010 4.79808 2.11780
H 1.98555 4.67491 2.61383
H -0.24580 3.72886 2.13784
H -3.14665 3.10454 1.85263
H -4.66253 4.98249 1.23189
H -5.20777 6.80592 -0.24063
H -5.59580 5.94527 -1.72584
H -4.26341 7.09332 -1.70496
H -2.80389 5.19819 -2.61168
H -1.31475 3.33051 -2.00401
N -5.61002 1.50221 -1.23795
C -6.32544 0.88913 -0.25386
O -7.49938 1.14041 -0.05798
C -5.60546 -0.14847 0.54964
C -6.35054 -1.10808 1.23392
C -5.67860 -2.04626 1.99512
C -4.29066 -1.98110 2.06475
N -3.57447 -1.05423 1.43922
C -4.22624 -0.17232 0.69355
H -6.11641 2.13010 -1.83848
H -4.73812 1.12499 -1.56223
H -7.42860 -1.08673 1.15048
H -6.20218 -2.82324 2.53408
H -3.73261 -2.71369 2.64072
H -3.61233 0.58267 0.21514
C -1.14264 -5.98371 4.90232
C -1.49450 -6.41309 3.63052
C -1.36102 -5.59194 2.52608
C -0.86663 -4.27058 2.63335
C -0.52022 -3.85554 3.94417
C -0.65531 -4.68851 5.03832
N -0.78801 -3.37701 1.60965
C -0.78838 -3.73815 0.30215
C -0.17921 -4.89408 -0.24469
C -0.16379 -5.13057 -1.60704
C -0.75416 -4.25048 -2.50711
C -1.34166 -3.09721 -1.99738
C -1.33497 -2.83421 -0.64270
H -1.24416 -6.63571 5.75954
H -1.88911 -7.41311 3.48645
H -1.67152 -5.96348 1.55861
H -0.10895 -2.86741 4.12385
H -0.36689 -4.31493 6.01475
H 0.29535 -5.60393 0.42106
H 0.31625 -6.03222 -1.97286
H -0.76150 -4.46568 -3.56800
H -1.80065 -2.37817 -2.66895
H -1.81054 -1.92924 -0.27847
```

=====

[11]
This record from the Open Molecules 2025 dataset describes a 2-piece molecular cluster, C6H16NO overall in a non-equilibrium geometry. The level of theory is ωB97M-V/def2-TZVPD.

Values from the calculation:
Frontier orbital gap, eV: 9.70
Net charge: +1

Structure (XYZ):
```
24
C6H16NO | the Open Molecules 2025 dataset | ωB97M-V/def2-TZVPD
C 0.17503 -1.51725 1.68657
C 0.37585 -0.01117 1.80367
C 1.19449 0.60793 0.66786
C 0.29469 1.83101 -2.94820
C 1.01309 1.35325 -1.73706
C 0.46992 0.86823 -0.62760
N -0.08379 -1.88228 0.24315
H 1.11161 -2.00526 1.93480
H -0.67663 -1.85564 2.26379
H -0.59272 0.49108 1.87568
H 0.93017 0.18077 2.72352
H 1.61554 1.53136 1.05643
H 2.10632 0.02323 0.50413
H -0.74273 2.09230 -2.75906
H 0.77013 2.70336 -3.38199
H 0.26785 1.08544 -3.74778
H 2.09944 1.44635 -1.76807
H -0.61819 0.77340 -0.56982
H -0.95573 -1.44274 -0.05979
H -0.26849 -2.88947 0.20669
H 0.72324 -1.68377 -0.34415
H -3.46349 -0.99588 1.52084
H -2.90455 0.12356 0.65420
O -2.84107 -0.82783 0.80218
```

=====

[12]
This record from the Open Molecules 2025 dataset describes one molecule with the formula C5H8N2. The level of theory is ωB97M-V/def2-TZVPD.

Values from the calculation:
Frontier orbital gap, eV: 9.28
SMILES: C[C@H]1C=C(N)C=N1

Structure (XYZ):
```
15
C5H8N2 | the Open Molecules 2025 dataset | ωB97M-V/def2-TZVPD
C 1.92036 -0.29302 0.62613
N 0.85996 0.34583 -1.20974
C 0.83623 -0.85775 -0.37876
C -0.57762 -0.95537 0.15272
C -1.14558 0.24703 -0.07363
N -2.37268 0.77091 0.31006
C -0.16510 1.01995 -0.85539
H 2.53547 -1.09466 1.01851
H 2.59578 0.44495 0.16135
H 1.38796 0.24282 1.41586
H 1.20101 -1.77831 -0.85408
H -1.05422 -1.81626 0.61653
H -3.10705 0.08361 0.40475
H -2.67795 1.56141 -0.24170
H -0.23657 2.07886 -1.09262
```

=====

no.,energy (a.u.)
1,-476.3285
2,-730.7651
3,-1328.9975
4,-329.4381
5,-1423.2698
6,-2111.6908
7,-421.0856
8,-1150.2242
9,-231.1356
10,-3793.1002
11,-367.9517
12,-304.7849